Record 1
Molecular formula: C7H12N
Method: DFT, ωB97M-V/def2-TZVPD

Output
Total charge   +1
SMILES string   C#CC(C)(C)[C@H]1C[NH2+]1
E_LUMO   -3.1 eV
E_tot   -8933.1371 eV
HOMO-LUMO gap   11.10 eV
Relative energy (zero: lowest compared OMol25 entry of this formula, charge and spin)   89.1 kcal per mole
Strongest force on any atom   5.545 eV/Å

Positions of all 20 atoms, in Å:
C (-1.082, 1.995, 1.045)
C (-0.363, 1.197, 0.471)
C (-0.943, -1.642, 0.844)
C (-0.273, -1.135, -0.353)
C (1.868, 0.186, 0.571)
C (0.689, 0.910, -1.599)
C (0.510, 0.206, -0.212)
N (-1.740, -0.887, -0.078)
H (-1.531, 2.644, 1.693)
H (-1.321, -2.627, 1.076)
H (-0.669, -0.994, 1.701)
H (-0.041, -1.720, -1.218)
H (2.015, 0.360, 1.613)
H (2.251, -0.978, 0.532)
H (2.631, 0.727, 0.100)
H (0.802, 0.114, -2.349)
H (1.601, 1.500, -1.542)
H (-0.086, 1.660, -1.781)
H (-2.358, -1.577, -0.560)
H (-1.960, 0.062, 0.045)


Record 2
Molecular formula: C7H12N
Method: DFT, ωB97M-V/def2-TZVPD

Output
Total charge   +1
SMILES string   C=C(C)[C@@H]1[C@@H](C)[N+]1=C
E_LUMO   -4.7 eV
E_tot   -8933.3945 eV
HOMO-LUMO gap   9.25 eV
Relative energy (zero: lowest compared OMol25 entry of this formula, charge and spin)   83.2 kcal per mole
Strongest force on any atom   4.821 eV/Å

Positions of all 20 atoms, in Å:
C (2.408, 0.466, -0.976)
C (-0.980, -1.462, -1.671)
C (1.506, 0.255, -0.063)
C (-0.014, 0.494, -0.291)
C (-1.066, -0.147, 0.565)
C (1.736, 0.169, 1.415)
C (-2.438, 0.403, 0.571)
N (-0.712, -0.638, -0.753)
H (3.422, 0.442, -0.682)
H (2.284, 0.592, -2.058)
H (-1.812, -2.111, -1.489)
H (-0.439, -1.531, -2.550)
H (-0.224, 1.447, -0.831)
H (-0.837, -0.887, 1.379)
H (1.279, 0.813, 2.115)
H (1.437, -0.822, 1.741)
H (2.772, 0.365, 1.577)
H (-2.993, 0.226, 1.549)
H (-3.213, 0.447, -0.203)
H (-2.115, 1.480, 0.658)


Record 3
Molecular formula: C7H12N2
Method: DFT, ωB97M-V/def2-TZVPD

Output
Total charge   0
E_LUMO   1.0 eV
E_tot   -10426.9591 eV
HOMO-LUMO gap   9.82 eV
Relative energy (zero: lowest compared OMol25 entry of this formula, charge and spin)   150.3 kcal per mole
Strongest force on any atom   6.370 eV/Å

Positions of all 21 atoms, in Å:
C (-0.118, 1.877, -0.244)
C (-0.991, 0.680, 0.088)
C (-0.645, -0.659, -0.699)
C (-1.243, -1.346, 0.541)
C (-0.532, -0.322, 1.247)
C (0.955, -0.466, 0.865)
C (0.912, -0.939, -0.472)
H (-0.911, 2.816, -1.964)
H (0.298, 1.386, -2.027)
H (-0.606, 2.640, 0.179)
H (0.978, 1.751, 0.351)
H (-2.108, 1.182, 0.175)
H (-1.257, -0.817, -1.653)
H (-1.125, -2.444, 0.972)
H (-2.342, -1.035, 0.675)
H (-0.681, -0.061, 2.219)
H (1.537, 0.350, 1.193)
H (2.595, -2.011, 0.497)
H (1.722, -0.149, -0.993)
N (0.130, 2.294, -1.605)
N (1.565, -1.803, 0.523)


Record 4
Molecular formula: C7H12N2
Method: DFT, ωB97M-V/def2-TZVPD

Output
Total charge   +2
E_LUMO (spin up / spin down)   -11.2 / -11.2 eV
E_tot   -10407.6630 eV
HOMO-LUMO gap (spin up / spin down)   7.59 / 7.58 eV
Relative energy (zero: lowest compared OMol25 entry of this formula, charge and spin)   154.2 kcal per mole
Strongest force on any atom   6.319 eV/Å

Positions of all 21 atoms, in Å:
C (-0.137, 2.336, 0.845)
C (0.699, 1.837, -0.158)
C (-1.107, 1.457, 1.401)
C (-1.189, 0.141, 1.061)
C (0.535, 0.505, -0.475)
C (0.566, -1.386, 1.170)
C (-0.877, -1.240, -0.875)
N (1.825, -0.582, -2.278)
N (-0.202, -0.443, 0.119)
H (-0.231, 3.423, 1.190)
H (1.492, 2.367, -0.792)
H (-1.950, 1.833, 2.031)
H (-2.095, -0.514, 1.373)
H (-0.252, -2.220, 1.298)
H (1.414, -1.826, 0.727)
H (0.935, -0.949, 2.117)
H (-0.169, -1.947, -1.240)
H (-1.830, -1.771, -0.472)
H (-1.270, -0.722, -1.670)
H (1.131, -0.164, -3.048)
H (2.713, -0.135, -2.324)


Record 5
Molecular formula: C7H12N2O
Method: DFT, ωB97M-V/def2-TZVPD

Output
Total charge   0
SMILES string   CC1(C)CC1=O.N=C=CN
E_LUMO   0.8 eV
E_tot   -12476.3977 eV
HOMO-LUMO gap   8.65 eV
Relative energy (zero: lowest compared OMol25 entry of this formula, charge and spin)   119.0 kcal per mole
Strongest force on any atom   4.744 eV/Å

Positions of all 22 atoms, in Å:
C (2.028, 0.035, 0.920)
C (1.937, 0.884, -0.067)
C (-0.964, 1.155, -1.066)
C (0.016, 0.056, -1.055)
C (-1.146, -0.035, -0.110)
C (-0.976, 0.153, 1.432)
C (-2.125, -1.117, -0.594)
N (2.058, -1.379, 0.753)
N (2.175, 1.820, -0.835)
O (0.824, -0.549, -1.699)
H (1.952, 0.470, 2.008)
H (-0.815, 2.226, -0.910)
H (-1.410, 1.051, -2.055)
H (-1.892, -0.154, 1.956)
H (-0.769, 1.146, 1.723)
H (-0.188, -0.492, 1.635)
H (-1.705, -1.995, -0.147)
H (-2.292, -1.290, -1.626)
H (-3.055, -0.871, -0.156)
H (2.823, -1.835, 1.336)
H (1.414, 2.227, -1.190)
H (2.111, -1.506, -0.249)


Record 6
Molecular formula: C7H12N2O
Method: DFT, ωB97M-V/def2-TZVPD

Output
Total charge   0
E_LUMO (spin up / spin down)   -0.2 / 0.3 eV
E_tot   -12475.9045 eV
HOMO-LUMO gap (spin up / spin down)   8.53 / 8.15 eV
Relative energy (zero: lowest compared OMol25 entry of this formula, charge and spin)   130.4 kcal per mole
Strongest force on any atom   5.081 eV/Å

Positions of all 22 atoms, in Å:
C (-2.972, -0.447, -0.727)
C (-1.648, -0.368, -0.910)
C (-2.278, 0.352, 1.030)
C (1.911, -1.498, 2.037)
C (0.988, 1.467, -1.412)
C (0.141, 0.430, 0.594)
C (1.240, 0.380, -0.386)
N (-3.375, -0.132, 0.523)
N (-1.207, 0.198, 0.266)
O (1.606, -0.895, -0.857)
H (-3.613, -0.853, -1.471)
H (-1.095, -0.284, -1.846)
H (-2.165, 0.963, 2.031)
H (1.387, -1.775, 2.906)
H (2.075, -2.147, 1.242)
H (2.477, -0.635, 2.118)
H (1.104, 1.112, -2.444)
H (1.510, 2.319, -1.398)
H (-0.093, 1.622, -1.335)
H (0.232, 0.459, 1.688)
H (2.159, 0.706, 0.231)
H (1.617, -0.975, -1.879)